Entry from the OMol25 dataset: a molecular structure, C52H95BFIN4O15PS (ωB97M-V/def2-TZVPD).

Cartesian coordinates (Å):
C (0.61, -0.30, 6.67)
C (1.71, -0.16, 5.59)
C (1.41, -1.17, 4.44)
C (2.12, -0.76, 3.13)
C (1.46, 0.49, 2.44)
C (0.94, 0.17, 1.03)
C (-0.59, -0.01, 0.86)
N (-0.97, -0.65, 2.13)
O (-1.07, 1.35, 0.81)
C (-2.46, 1.55, 0.64)
I (-2.45, 3.77, 0.44)
C (-3.39, 1.35, 1.85)
C (-3.33, 2.33, 3.05)
C (-1.94, 2.59, 3.68)
S (-1.92, 2.09, 5.45)
C (-2.88, 0.86, -0.72)
C (-4.30, 1.17, -1.24)
C (-5.59, 0.68, -0.64)
O (-6.19, -0.34, -0.84)
F (-6.26, 1.60, 0.14)
P (-1.92, 1.94, -2.02)
N (-1.79, 1.12, -3.36)
N (-2.40, -0.55, -0.92)
C (-3.37, -1.67, -0.89)
C (-4.07, -1.90, 0.49)
C (-3.44, -3.04, 1.35)
O (-4.76, -3.11, 0.57)
C (-0.99, -0.87, -0.38)
O (-0.96, -2.19, 0.12)
C (-0.02, -3.15, -0.27)
O (-0.41, -4.00, -1.03)
C (1.43, -3.39, 0.21)
C (1.61, -4.04, 1.43)
C (2.93, -4.25, 1.85)
C (4.02, -3.83, 1.11)
C (3.83, -3.20, -0.12)
C (2.53, -2.99, -0.55)
B (-0.01, -0.81, -1.69)
N (-0.28, -1.68, -2.85)
O (0.97, 0.13, -1.88)
H (-0.35, -0.38, 6.14)
H (0.57, 0.60, 7.29)
H (0.69, -1.23, 7.26)
H (1.79, 0.85, 5.17)
H (2.67, -0.40, 6.08)
H (1.84, -2.14, 4.75)
H (0.33, -1.29, 4.31)
H (2.13, -1.54, 2.36)
H (3.18, -0.53, 3.34)
H (0.77, 0.94, 3.17)
H (2.28, 1.22, 2.31)
H (1.19, 1.03, 0.39)
H (1.51, -0.68, 0.64)
H (-1.85, -1.16, 2.06)
H (-1.17, 0.07, 2.82)
H (-4.43, 1.44, 1.50)
H (-3.36, 0.34, 2.30)
H (-3.92, 3.24, 2.92)
H (-3.90, 1.80, 3.85)
H (-1.08, 2.22, 3.12)
H (-1.82, 3.69, 3.71)
H (-0.68, 2.52, 5.80)
H (-4.31, 0.90, -2.32)
H (-4.39, 2.27, -1.27)
H (-0.63, 2.26, -1.55)
H (-2.68, 3.08, -2.40)
H (-2.27, 1.56, -4.14)
H (-2.23, -0.53, -1.97)
H (-4.19, -1.50, -1.61)
H (-2.98, -2.64, -1.20)
H (-4.48, -1.04, 1.03)
H (-2.92, -3.82, 0.78)
H (-3.92, -3.31, 2.29)
H (0.81, -4.38, 2.08)
H (3.14, -4.75, 2.80)
H (5.04, -3.98, 1.46)
H (4.66, -2.87, -0.75)
H (2.37, -2.51, -1.52)
H (-0.15, -1.12, -3.70)
H (0.38, -2.45, -2.89)
H (1.69, -0.25, -2.40)
C (6.87, -1.18, 5.17)
C (6.50, -1.54, 3.76)
O (5.34, -1.53, 3.39)
C (7.62, -1.92, 2.83)
H (5.97, -0.93, 5.73)
H (7.36, -2.02, 5.65)
H (7.53, -0.31, 5.17)
H (8.14, -2.80, 3.22)
H (8.31, -1.08, 2.73)
H (7.21, -2.16, 1.85)
C (0.23, -2.22, -7.63)
C (0.56, -1.24, -6.55)
O (0.49, -1.54, -5.37)
C (0.99, 0.14, -6.97)
H (-0.06, -3.17, -7.18)
H (-0.60, -1.85, -8.24)
H (1.10, -2.39, -8.26)
H (0.20, 0.62, -7.55)
H (1.90, 0.08, -7.57)
H (1.20, 0.75, -6.09)
C (-8.88, -2.62, -0.90)
C (-9.17, -3.09, -2.31)
O (-10.30, -3.20, -2.72)
C (-7.98, -3.41, -3.18)
H (-9.82, -2.43, -0.39)
H (-8.34, -3.40, -0.36)
H (-8.30, -1.70, -0.93)
H (-7.40, -4.22, -2.73)
H (-7.36, -2.53, -3.30)
H (-8.33, -3.73, -4.16)
C (10.87, -4.56, 5.65)
C (9.54, -4.86, 5.00)
O (8.83, -3.98, 4.58)
C (9.15, -6.31, 4.90)
H (11.03, -3.48, 5.66)
H (10.87, -4.92, 6.68)
H (11.68, -5.03, 5.09)
H (9.08, -6.75, 5.89)
H (9.88, -6.86, 4.30)
H (8.17, -6.39, 4.41)
C (-1.41, 6.61, -4.11)
C (-2.66, 5.81, -3.84)
O (-2.81, 4.70, -4.32)
C (-3.70, 6.43, -2.95)
H (-0.75, 6.04, -4.76)
H (-1.67, 7.55, -4.61)
H (-0.89, 6.82, -3.18)
H (-4.07, 7.36, -3.39)
H (-3.28, 6.62, -1.96)
H (-4.54, 5.74, -2.85)
C (-7.39, 6.79, 0.85)
C (-6.30, 5.76, 1.00)
O (-5.21, 5.92, 0.50)
C (-6.63, 4.52, 1.79)
H (-7.01, 7.63, 0.26)
H (-8.25, 6.36, 0.34)
H (-7.68, 7.16, 1.83)
H (-7.46, 3.99, 1.31)
H (-6.90, 4.79, 2.81)
H (-5.77, 3.86, 1.81)
C (3.51, 4.74, -1.18)
C (2.25, 4.31, -1.90)
O (1.46, 5.12, -2.33)
C (2.01, 2.83, -2.06)
H (3.55, 5.82, -1.14)
H (3.51, 4.34, -0.16)
H (4.38, 4.37, -1.72)
H (1.94, 2.36, -1.08)
H (2.82, 2.38, -2.63)
H (1.07, 2.68, -2.59)
C (2.64, 7.44, -6.43)
C (3.43, 7.27, -5.16)
O (4.62, 7.08, -5.17)
C (2.66, 7.34, -3.86)
H (3.31, 7.37, -7.29)
H (1.88, 6.66, -6.51)
H (2.16, 8.42, -6.45)
H (1.91, 6.56, -3.83)
H (2.18, 8.32, -3.77)
H (3.34, 7.20, -3.03)
C (1.21, -9.69, -0.04)
C (1.82, -8.32, 0.07)
O (2.94, -8.16, 0.50)
C (0.99, -7.15, -0.40)
H (1.92, -10.43, 0.33)
H (0.30, -9.74, 0.57)
H (0.98, -9.92, -1.08)
H (0.07, -7.09, 0.19)
H (0.74, -7.27, -1.46)
H (1.55, -6.23, -0.27)

- strongest force on any atom (eV/Å) = 4.07
- net charge = +1
- M (g/mol) = 1236.10
- electronic energy (Ha) = -4547.594841
- HOMO-LUMO gap (eV) = 8.0